This record from OMol25 describes a 2-piece molecular cluster, H4NO2SSi overall at a distorted geometry. The level of theory is wB97M-V/def2-TZVPD.

CARTESIAN COORDINATES (ANGSTROEM)
N -0.581 0.259 -0.734
O -0.811 -2.984 -2.553
O 1.061 -1.389 -3.269
Si 0.170 0.721 0.766
S 0.390 -2.175 -2.175
H -1.529 -0.118 -0.660
H 0.004 -0.168 -1.406
H -0.886 0.621 2.050
H 1.151 -0.273 0.794

Atomic forces in eV per Å
N -1.58 1.44 2.28
O 0.01 0.12 -0.27
O -0.28 -0.11 -0.05
Si -2.45 0.86 0.28
S 0.46 -0.61 0.04
H 0.60 0.19 -0.60
H 0.35 -0.65 -0.89
H 1.14 -0.08 -1.53
H 1.75 -1.16 0.74

Computed properties:
Total charge   -1
Multiplicity   1
Gap between HOMO and LUMO (spin up / spin down)   4.214 / 8.056 eV
Energy relative to the best compared isomer or geometry (same formula, charge and spin)   238.5 kJ/mol
Energy   -895.28265 Eh

***

This record from OMol25 describes an isolated ion of composition H4NOP2 and charge -1 at a distorted geometry. The level of theory is wB97M-V/def2-TZVPD.

CARTESIAN COORDINATES (ANGSTROEM)
O -2.508 -0.791 -0.114
P -1.544 0.254 0.093
N -0.270 -0.606 -0.079
P 1.391 -0.267 0.017
H -1.747 1.487 -0.523
H -1.859 0.908 1.369
H 1.456 -0.794 1.479
H 1.914 -1.430 -0.708

Atomic forces in eV per Å
O -5.40 -1.62 -0.88
P 0.56 0.74 2.00
N 4.39 1.11 -0.55
P -1.29 -0.75 1.57
H 0.30 0.37 -1.22
H 0.73 -0.45 -0.01
H 0.90 0.29 -1.65
H -0.20 0.31 0.74

Computed properties:
Total charge   -1
Multiplicity   1
Gap between HOMO and LUMO   7.929 eV
Structure (SMILES)   [O-][PH2]=NP
Energy relative to the best compared isomer or geometry (same formula, charge and spin)   128.2 kJ/mol
Energy   -815.09707 Eh

***

This record from OMol25 describes a 2-piece molecular cluster, H4NOPS2 overall at a distorted geometry. The level of theory is wB97M-V/def2-TZVPD.

CARTESIAN COORDINATES (ANGSTROEM)
N -0.202 -1.366 -0.183
O -2.168 -1.235 1.372
P -0.687 -0.711 1.168
S -0.065 0.555 2.514
S 2.032 2.088 -2.222
H 0.778 -1.202 -0.548
H -2.517 -1.879 0.622
H 0.873 2.540 -1.439
H 1.957 1.210 -1.284

Atomic forces in eV per Å
N 1.10 0.96 1.02
O -1.18 -1.54 -1.52
P 0.87 -0.10 -1.29
S -0.55 -1.22 -1.22
S -2.40 1.70 0.83
H -1.65 -0.06 0.91
H 1.41 1.95 2.07
H 1.75 -0.11 -1.75
H 0.64 -1.59 0.94

Computed properties:
Multiplicity   1
Gap between HOMO and LUMO   9.708 eV
Energy relative to the best compared isomer or geometry (same formula, charge and spin)   207.2 kJ/mol
Energy   -1270.11695 Eh

***

This record from OMol25 describes one molecule with the formula H4NP3 at a distorted geometry. The level of theory is wB97M-V/def2-TZVPD.

CARTESIAN COORDINATES (ANGSTROEM)
P -2.370 0.123 -0.292
N -0.697 0.104 0.042
P 0.524 -0.779 -0.544
P 2.043 -0.003 0.875
H -2.297 1.568 -0.063
H -2.500 0.295 -1.547
H 2.985 -0.789 0.052
H 2.332 0.936 0.010

Atomic forces in eV per Å
P 0.84 1.33 4.76
N 1.49 -1.98 -1.02
P -1.81 1.50 1.07
P 0.40 -3.04 0.45
H -0.94 -0.86 -0.12
H -0.13 0.28 -4.46
H -0.23 0.22 1.04
H 0.38 2.55 -1.72

Computed properties:
Multiplicity   1
Gap between HOMO and LUMO   7.966 eV
Structure (SMILES)   PN=P#[PH2]
Energy relative to the best compared isomer or geometry (same formula, charge and spin)   78.3 kJ/mol
Energy   -1081.12251 Eh

***

This record from OMol25 describes a 2-piece molecular cluster, H4NPS overall at a distorted geometry. The level of theory is wB97M-V/def2-TZVPD.

CARTESIAN COORDINATES (ANGSTROEM)
N -0.535 -0.470 0.750
P -0.617 0.283 -0.748
S 1.258 1.330 -0.761
H -1.329 -0.530 1.289
H 0.095 -1.267 0.769
H 0.056 -1.322 -1.705
H 1.071 1.976 0.406

Atomic forces in eV per Å
N 2.34 -0.18 -1.34
P 1.01 -2.48 -1.36
S 0.27 -0.14 -0.21
H -2.02 -0.31 1.30
H -0.36 0.34 0.53
H -1.00 2.90 1.23
H -0.24 -0.14 -0.15

Computed properties:
Multiplicity   1
Gap between HOMO and LUMO   8.782 eV
Energy relative to the best compared isomer or geometry (same formula, charge and spin)   136.5 kJ/mol
Energy   -796.63689 Eh

***

This record from OMol25 describes one molecule with the formula H4NPS at a distorted geometry. The level of theory is wB97M-V/def2-TZVPD.

CARTESIAN COORDINATES (ANGSTROEM)
N -0.839 0.539 0.670
P 0.343 -0.624 0.453
S 0.377 -0.438 -1.714
H -0.550 1.521 0.803
H -1.833 0.411 0.752
H 1.596 0.165 0.660
H 0.907 -1.574 -1.625

Atomic forces in eV per Å
N 0.57 2.24 1.20
P 0.51 0.52 -0.89
S -0.61 1.71 0.42
H -0.47 -0.98 -0.27
H 0.21 -0.48 0.09
H -1.46 -0.34 0.15
H 1.25 -2.67 -0.70

Computed properties:
Multiplicity   1
Gap between HOMO and LUMO   9.391 eV
Structure (SMILES)   NPS
Energy relative to the best compared isomer or geometry (same formula, charge and spin)   27.3 kJ/mol
Energy   -796.67850 Eh